5
Properties=species:S:1:pos:R:3:lowdin_charge:R:1 method="wB97M-V/def2-TZVPD" e_above_lowest_kj_mol=204.69 energy_ha=-148.72059 orbital_gap_ev=11.00 homo_ev=-10.57 lumo_energy_ev=0.43
N -1.68 0.74 -0.05 0.0507
N -0.82 1.63 0.16 0.0504
C -0.30 0.28 0.01 -0.2371
H -0.13 -0.24 0.86 0.0282
H 0.35 0.05 -0.91 0.1078

98
Properties=species:S:1:pos:R:3:lowdin_charge:R:1 method="wB97M-V/def2-TZVPD" e_above_lowest_kj_mol=0.00 s_squared=0.7641 energy_ha=-6339.45034 orbital_gap_ev="6.01 / 4.77" spin_multiplicity=2 total_charge=-1 homo_ev="-3.85 / -3.84" lumo_energy_ev="2.17 / 0.94"
Sc 0.61 0.23 1.67 1.0431
Cl 0.75 0.24 6.90 0.6046
Cl -1.11 -1.55 5.74 0.5668
Cl -2.08 1.05 6.67 0.5709
S 2.95 -0.83 3.44 0.6560
S 5.82 -1.54 3.35 0.9558
S 5.93 -1.59 0.42 0.9431
S 3.20 -0.40 0.10 0.6388
Si -0.26 -3.28 -2.78 0.4235
Si -2.68 -2.99 -0.73 0.4092
O -0.30 2.07 4.41 0.0700
O 0.06 0.05 3.58 -0.2379
O 8.09 -1.76 2.02 -0.0607
N 0.18 -2.11 1.11 0.0019
N -0.92 4.00 -1.25 -0.0085
N 0.11 1.69 -1.43 0.0052
N 0.79 3.29 0.39 0.0446
N -1.64 4.97 -0.62 0.0965
N -1.56 2.29 0.38 0.0615
N 1.46 1.53 -1.64 0.0720
N 1.38 2.38 1.32 0.0317
N -1.37 1.11 1.14 0.0280
C -0.69 0.21 5.89 -1.4415
C 0.14 -3.03 0.00 -0.3738
C -2.29 7.28 -0.91 -0.0591
C -0.38 4.51 -2.44 -0.0503
C 1.67 1.09 -2.88 -0.3421
C -0.56 1.35 -2.64 -0.0700
C -2.78 -0.36 2.64 -0.0299
C -3.49 -1.37 -1.16 -0.1749
C -0.84 -2.97 -1.01 -0.2851
C -3.51 1.80 1.38 -0.0155
C -3.55 -4.27 -1.79 -0.2078
C -2.88 2.68 0.52 -0.0272
C 1.03 -4.14 0.02 -0.0523
C 0.40 0.99 -3.56 -0.0370
C 1.70 -3.60 2.25 -0.1417
C -1.55 6.08 -1.36 -0.3573
C 3.07 0.72 -3.26 -0.0697
C -0.45 -5.07 -3.27 -0.2059
C 2.51 4.37 1.38 -0.0035
C 6.88 -1.66 1.95 -1.0001
C 4.43 -1.04 1.05 -1.1390
C 1.51 -2.75 -3.05 -0.1763
C 0.76 -2.60 2.25 -0.2771
C 3.19 2.53 3.06 -0.0502
C -0.29 0.87 4.47 -0.7772
C -3.02 -3.59 1.00 -0.1892
C 2.40 3.06 1.93 -0.3288
C 1.80 -4.45 1.15 -0.0635
C -1.30 -2.32 -4.02 -0.1935
C -2.53 0.86 1.80 -0.3075
C 1.52 4.46 0.38 -0.0157
C -0.72 5.84 -2.50 -0.0380
C 4.33 -1.15 2.57 -1.1472
B -0.39 2.80 -0.47 -0.7337
H -0.70 -5.19 -4.34 0.0307
H -2.47 -2.96 1.70 -0.0180
H -3.88 -0.89 -0.23 0.0174
H -1.52 -1.28 -3.68 0.0135
H 0.41 -2.20 3.21 0.0640
H -2.62 7.91 -1.75 0.0754
H 1.09 -4.70 -0.89 0.0817
H 0.54 -5.57 -3.12 0.0234
H 1.56 -1.83 -3.66 0.0039
H -1.64 1.47 -2.68 0.1238
H -3.19 3.58 -0.01 0.1077
H -3.80 -0.80 2.41 0.1092
H 3.33 1.09 -4.27 0.0727
H 3.20 5.10 1.75 0.0903
H -2.75 -0.14 3.73 0.0650
H -3.18 6.98 -0.32 0.0795
H -0.77 -2.24 -5.00 0.0398
H 3.89 1.73 2.73 0.0629
H 3.79 1.09 -2.51 0.0650
H 1.29 5.25 -0.34 0.1230
H 2.16 -3.46 -3.61 0.0404
H 0.28 3.92 -3.07 0.1190
H 0.23 0.75 -4.60 0.0969
H 3.18 -0.39 -3.33 0.0608
H -2.73 -0.70 -1.56 -0.0020
H -4.54 1.82 1.70 0.1024
H -1.65 7.91 -0.27 0.0789
H -2.69 -4.64 1.17 0.0456
H -4.64 -4.14 -1.91 0.0332
H -4.09 -3.54 1.36 0.0419
H 3.77 3.39 3.49 0.0932
H -2.27 -2.78 -4.21 0.0092
H -1.99 -1.08 2.41 0.0365
H -3.20 -4.26 -2.82 -0.0023
H -1.20 -5.60 -2.64 0.0217
H -4.35 -1.49 -1.86 0.0348
H -0.41 6.59 -3.19 0.0865
H 2.41 -3.67 3.07 0.0883
H 2.49 2.08 3.82 0.0756
H -3.39 -5.30 -1.37 0.0455
H 2.48 -5.30 1.16 0.1019
H 2.01 -2.50 -2.07 0.0262